#P
DFT (ωB97M-V with the def2-TZVPD basis set) results for an isolated molecule of C8H12.

CARTESIAN COORDINATES (ANGSTROEM)
C -0.419 1.484 0.002
C 1.068 1.157 -0.201
C 1.273 -0.333 0.265
C 0.492 -1.114 -0.882
C -0.885 -0.715 -1.005
C -1.305 0.274 0.102
C -0.825 -0.519 1.355
C 0.490 -0.604 1.591
H -0.645 2.301 0.815
H -0.766 2.036 -0.965
H 1.521 1.267 -1.134
H 1.700 1.767 0.358
H 2.337 -0.714 0.178
H 1.135 -1.125 -1.850
H 0.459 -2.223 -0.540
H -1.333 -1.800 -0.692
H -1.247 -0.458 -2.042
H -2.312 0.789 0.186
H -1.717 -0.773 1.953
H 0.977 -0.697 2.510

Computed properties:
SMILES: C1=C[C@H]2CC[C@@H]1CC2
Total charge: 0
Kohn-Sham gap: 9.958 eV

#Q
DFT (ωB97M-V with the def2-TZVPD basis set) results for an isolated molecule of C8H12.

CARTESIAN COORDINATES (ANGSTROEM)
C -2.283 0.139 2.087
C -1.019 -0.559 1.714
C -0.899 -0.763 0.165
C -1.865 -1.372 -0.531
C 0.941 0.588 -0.710
C 0.485 -0.652 -0.380
C 2.873 1.867 -1.638
C 2.230 0.725 -1.357
H -2.259 0.351 3.143
H -2.497 1.118 1.645
H -3.133 -0.549 2.043
H -1.008 -1.596 2.109
H -0.134 -0.319 2.373
H -1.776 -1.578 -1.599
H -2.632 -1.940 0.018
H 0.573 1.483 -0.197
H 1.146 -1.518 -0.350
H 3.909 1.903 -1.926
H 2.542 2.812 -1.184
H 2.714 -0.119 -1.862

Computed properties:
SMILES: C=C/C=C/C(=C)CC
Total charge: 0
Kohn-Sham gap: 9.195 eV

#R
DFT (ωB97M-V with the def2-TZVPD basis set) results for an isolated molecule of C8H12.

CARTESIAN COORDINATES (ANGSTROEM)
C 0.895 1.849 0.225
C 1.369 1.551 -1.271
C 0.922 0.389 0.668
C 0.918 -0.077 -0.839
C -0.471 -0.840 -0.418
C -0.344 -0.394 0.834
C -1.218 -1.808 -1.253
C -1.309 -0.464 2.007
H -0.010 2.290 0.340
H 1.495 2.502 0.684
H 0.622 1.880 -2.071
H 1.758 0.170 1.210
H 2.375 1.370 -1.564
H 1.686 -0.618 -1.205
H -0.600 -2.564 -1.542
H -1.561 -1.231 -2.279
H -1.968 -2.379 -0.641
H -0.835 -1.046 2.712
H -2.239 -0.989 1.852
H -1.487 0.408 2.552

Computed properties:
SMILES: CC1=C(C)[C@@H]2CC[C@H]12
Total charge: 0
Kohn-Sham gap: 9.625 eV

#S
DFT (ωB97M-V with the def2-TZVPD basis set) results for an isolated molecule of C8H12.

CARTESIAN COORDINATES (ANGSTROEM)
C -2.472 -0.201 0.847
C -1.462 0.457 -0.045
C -1.748 1.560 -0.753
C 0.955 0.367 0.093
C -0.189 -0.231 -0.313
C -0.333 -1.694 -0.634
C 3.350 0.326 0.593
C 2.271 -0.292 0.133
H -3.328 0.451 1.049
H -2.882 -1.154 0.506
H -2.032 -0.467 1.818
H -0.917 2.002 -1.305
H -2.654 2.148 -0.851
H 0.886 1.356 0.538
H -1.180 -1.869 -1.281
H -0.503 -2.281 0.288
H 0.578 -2.153 -1.050
H 3.306 1.401 0.729
H 4.343 -0.052 0.364
H 2.256 -1.235 -0.402

Computed properties:
SMILES: C=C/C=C(\C)C(=C)C
Total charge: 0
Kohn-Sham gap: 9.193 eV

Relative energies in eV: #P 0.735; #Q 1.233; #R 2.638; #S 0.000

#P
DFT (ωB97M-V with the def2-TZVPD basis set) results for an isolated molecule of C8H12.

CARTESIAN COORDINATES (ANGSTROEM)
C 2.123 -0.323 0.794
C -0.841 -0.392 1.460
C 1.069 -0.397 -0.299
C -0.335 -0.876 0.104
H 1.449 -1.035 -1.106
H -0.400 -1.964 0.032
H 3.081 -0.004 0.370
H 1.865 0.398 1.574
H -0.878 0.700 1.520
H -0.199 -0.733 2.278
H -1.855 -0.756 1.651
H 2.257 -1.307 1.257
C -1.142 -0.219 -1.138
C -2.379 0.330 -1.029
C 0.745 0.967 -0.941
C 0.935 2.146 -1.201
H -0.904 -0.747 -2.061
H -2.663 0.997 -0.224
H -3.183 0.058 -1.705
H 1.254 3.157 -1.336

Computed properties:
SMILES: C#C[C@@H](C)[C@@H](C)C=C
Total charge: 0
Kohn-Sham gap: 9.037 eV

#Q
DFT (ωB97M-V with the def2-TZVPD basis set) results for an isolated molecule of C8H12.

CARTESIAN COORDINATES (ANGSTROEM)
C 2.086 2.123 0.229
C 1.946 0.712 -0.147
C 2.630 0.004 -0.993
C 0.882 0.035 0.704
C -0.465 -0.503 -0.186
C -1.336 -1.465 0.114
C -2.725 -1.330 -0.493
C -3.773 -1.043 0.253
H 3.074 2.355 0.734
H 1.926 2.814 -0.675
H 1.312 2.586 0.959
H 2.569 -1.115 -1.017
H 3.457 0.377 -1.680
H 1.301 -0.773 1.324
H 0.455 0.659 1.474
H -0.755 0.292 -0.859
H -1.164 -2.372 0.660
H -2.853 -1.505 -1.579
H -3.762 -0.915 1.355
H -4.804 -0.937 -0.176

Computed properties:
SMILES: C=C/C=C/CC(=C)C
Total charge: 0
Kohn-Sham gap: 10.084 eV

Relative energies in eV: #P 0.829; #Q 0.000

#P
DFT (ωB97M-V with the def2-TZVPD basis set) results for an isolated molecule of C4H4ClF.

CARTESIAN COORDINATES (ANGSTROEM)
C 0.983 -0.991 0.274
C -0.313 -1.056 0.273
C -1.180 0.078 0.031
C -1.126 1.358 0.421
H 1.657 -1.821 0.494
H -0.849 -1.978 0.573
H -1.917 2.104 0.238
H -0.270 1.764 0.906
F -2.357 -0.328 -0.468
Cl 1.906 0.385 -0.235

Computed properties:
SMILES: C=C(F)/C=C\Cl
Total charge: 0
Kohn-Sham gap: 9.865 eV

#Q
DFT (ωB97M-V with the def2-TZVPD basis set) results for a cluster of 2 separate species, C4H4ClF in total.

CARTESIAN COORDINATES (ANGSTROEM)
C 1.108 0.244 -0.536
C 1.158 -0.924 -0.245
C -0.964 0.416 -1.079
C -0.843 -0.463 -2.064
F -1.213 1.669 -1.454
Cl -0.434 -2.172 -1.914
H 1.479 1.204 -0.813
H 1.118 -1.845 0.331
H -0.955 0.365 0.009
H -0.842 0.022 -2.977

Computed properties:
SMILES: F/C=C/Cl.C#C
Total charge: 0
Kohn-Sham gap: 9.499 eV

Relative energies in eV: #P 0.000; #Q 3.708

#P
DFT (ωB97M-V with the def2-TZVPD basis set) results for a cluster of 2 separate species, H3O4PSi in total.

CARTESIAN COORDINATES (ANGSTROEM)
O 2.919 -0.232 1.352
O 3.289 -0.238 -1.166
O 1.306 -1.485 -0.113
O 0.728 2.870 0.251
Si 0.683 1.423 -0.223
P 2.312 -0.168 0.001
H 0.543 -1.181 0.306
H -0.435 0.736 -1.149
H -0.899 0.450 1.467

Computed properties:
Total charge: -2
Kohn-Sham gap: 6.723 eV

#Q
DFT (ωB97M-V with the def2-TZVPD basis set) results for a cluster of 2 separate species, H3O4PSi in total.

CARTESIAN COORDINATES (ANGSTROEM)
O -1.454 -0.416 2.509
O -2.875 -1.680 0.810
O -3.246 0.797 1.149
O 1.167 0.453 -1.366
Si -0.333 0.638 -1.130
P -2.361 -0.429 1.332
H -0.507 2.119 -0.880
H -1.489 0.201 -2.095
H -0.892 -0.204 -0.034

Computed properties:
Total charge: -2
Kohn-Sham gap: 8.254 eV

Relative energies in eV: #P 1.569; #Q 0.000

#P
DFT (ωB97M-V with the def2-TZVPD basis set) results for a cluster of 4 separate species, C3H14NO4 in total.

CARTESIAN COORDINATES (ANGSTROEM)
C 0.703 -0.980 -0.667
N 0.382 0.431 -0.809
C -0.946 0.661 -0.147
O -1.035 0.042 0.997
C 2.245 -1.095 -0.888
H 0.252 -1.595 -1.418
H 0.323 -1.404 0.342
H 1.027 1.080 -0.338
H -1.176 1.752 -0.145
H -1.676 0.104 -0.844
H 2.409 -0.755 -1.872
H 2.742 -0.387 -0.217
H 2.727 -2.025 -0.781
H -0.836 1.514 -3.455
H 0.165 0.548 -2.609
O 0.036 0.994 -3.496
H 0.628 0.125 1.673
H 2.060 0.486 1.569
O 1.614 -0.114 2.046
H -3.199 0.499 2.194
H -2.153 -0.362 2.207
O -2.862 -0.187 2.899

Computed properties:
Total charge: -1
Kohn-Sham gap: 8.161 eV

#Q
DFT (ωB97M-V with the def2-TZVPD basis set) results for a structure of composition C3H14NO4.

CARTESIAN COORDINATES (ANGSTROEM)
C 0.024 3.001 -2.204
N -0.100 1.519 -2.120
C -0.400 1.263 -0.316
C 0.008 -0.150 -0.230
O 0.499 -0.563 1.063
H -0.787 3.663 -1.683
H 0.036 3.299 -3.314
H 0.984 3.414 -1.757
H -1.099 1.364 -1.409
H -1.311 1.377 0.139
H 0.309 2.052 0.025
H 0.820 -0.407 -1.024
H -0.950 -0.716 -0.440
H 0.435 -1.601 0.959
H 1.494 -3.406 1.386
O 1.047 -3.144 0.611
H 0.311 0.556 2.074
H 0.118 1.439 3.486
O 0.532 1.519 2.499
H -0.526 -3.132 0.299
H -2.138 -3.431 -0.071
O -1.427 -2.786 -0.090

Computed properties:
Total charge: -1
Kohn-Sham gap: 8.085 eV

Relative energies in eV: #P 0.000; #Q 3.941

#P
DFT (ωB97M-V with the def2-TZVPD basis set) results for a cluster of 2 separate species, CH4Cl2Si in total.

CARTESIAN COORDINATES (ANGSTROEM)
C -1.520 0.049 -0.512
Si 1.203 -0.075 0.551
Cl 2.115 1.447 -0.285
Cl 1.900 -1.937 0.014
H -1.130 -0.372 -1.347
H -2.233 -0.357 0.038
H -1.692 1.089 -0.392
H 1.357 0.157 1.933

Computed properties:
Total charge: 0
Kohn-Sham gap (alpha / beta): 8.084 / 8.082 eV

#Q
DFT (ωB97M-V with the def2-TZVPD basis set) results for a cluster of 2 separate species, CH4Cl2Si in total.

CARTESIAN COORDINATES (ANGSTROEM)
C -0.639 0.436 -1.811
Si -1.678 -0.956 -2.064
Cl -1.223 -2.920 -2.044
Cl -3.585 -0.642 -2.546
H 0.427 0.156 -2.015
H -0.298 -0.655 1.571
H -1.159 1.385 -1.952
H 0.436 -0.817 1.444

Computed properties:
SMILES: C=[Si](Cl)Cl.[H][H]
Total charge: 0
Kohn-Sham gap: 8.675 eV

Relative energies in eV: #P 0.518; #Q 0.000

#P
DFT (ωB97M-V with the def2-TZVPD basis set) results for an isolated molecule of C2H3N3OS.

CARTESIAN COORDINATES (ANGSTROEM)
C -0.758 0.609 0.029
C 0.416 -0.186 -0.252
H -1.918 2.050 0.049
H -1.981 -2.219 -0.490
H 2.353 -1.029 0.887
N -1.811 -0.174 0.136
N -1.367 -1.365 0.230
N -0.005 -1.407 -0.256
O -1.008 2.039 -0.057
S 2.121 0.186 0.037

Computed properties:
SMILES: Oc1n[nH]nc1S
Total charge: 0
Kohn-Sham gap: 9.491 eV

#Q
DFT (ωB97M-V with the def2-TZVPD basis set) results for an isolated molecule of C2H3N3OS.

CARTESIAN COORDINATES (ANGSTROEM)
C -0.684 0.070 -1.376
C 0.358 0.177 -0.372
H -0.455 0.322 2.618
H -0.040 -1.294 2.353
H -0.578 0.276 -2.435
N 0.050 -0.333 2.026
N -0.326 -0.223 0.727
N -1.816 -0.339 -0.895
O -1.657 -0.542 0.433
S 1.933 0.614 -0.532

Computed properties:
SMILES: Nn1oncc1=S
Total charge: 0
Kohn-Sham gap: 8.552 eV

Relative energies in eV: #P 0.000; #Q 0.344